Entry 1:
C5H11N2 | ωB97M-V/def2-TZVPD

**Energy relative to the best compared isomer or geometry (same formula, charge and spin)**: 104.70 kcal per mole
**Charge**: +1
**HOMO level**: -15.03 eV
**LUMO**: -5.25 eV
**E_tot**: -8332.579 eV
**Strongest force on any atom**: 4.415 eV/Å

Geometry as XYZ:
```
18
Properties=species:S:1:pos:R:3:lowdin_charge:R:1
C -2.534 -0.326 -0.646 -0.014
C 1.144 -1.245 1.007 -0.013
C 1.234 -0.118 -1.324 -0.038
C -0.654 1.642 1.006 0.126
C 1.108 0.020 0.185 -0.398
N -0.198 0.652 0.376 0.009
N -1.368 -0.612 -0.520 0.192
H -3.102 0.546 -0.367 0.099
H -3.146 -1.134 -1.157 0.150
H 1.101 -0.873 2.017 0.090
H 0.201 -1.842 0.836 0.103
H 1.911 -1.841 0.748 0.053
H 0.926 0.787 -1.791 0.080
H 0.821 -0.982 -1.720 0.058
H 2.345 -0.069 -1.385 0.114
H -1.608 2.132 0.879 0.104
H 0.039 2.427 1.331 0.127
H 1.781 0.833 0.525 0.159
```

Entry 2:
C5H11N2 | ωB97M-V/def2-TZVPD

**Energy relative to the best compared isomer or geometry (same formula, charge and spin)**: 95.70 kcal per mole
**Charge**: +1
**HOMO level**: -14.70 eV
**LUMO**: -3.86 eV
**E_tot**: -8332.969 eV
**Strongest force on any atom**: 6.120 eV/Å

Geometry as XYZ:
```
18
Properties=species:S:1:pos:R:3:lowdin_charge:R:1
C 1.843 0.329 -0.779 -0.037
C 0.932 0.273 0.510 -0.235
C -0.431 0.283 0.124 -0.290
N -1.495 0.398 1.090 0.169
C -0.810 -1.385 -0.508 -0.108
C -2.030 -1.599 -1.226 0.048
N -2.137 -1.650 0.039 0.096
H 1.428 1.198 -1.388 0.115
H 2.011 -0.549 -1.340 0.060
H 2.827 0.518 -0.408 0.071
H 1.124 -0.448 1.260 0.121
H 1.190 1.206 0.893 0.101
H -0.707 0.980 -0.688 0.158
H -1.971 1.338 0.994 0.203
H -1.061 0.137 2.026 0.213
H -2.213 -0.280 0.689 0.088
H -0.050 -2.081 -0.213 0.124
H -2.635 -1.381 -2.000 0.101
```

Entry 3:
C5H11N2 | ωB97M-V/def2-TZVPD

**Energy relative to the best compared isomer or geometry (same formula, charge and spin)**: 72.48 kcal per mole
**Charge**: +1
**HOMO level**: -13.14 eV
**LUMO**: -6.97 eV
**E_tot**: -8333.976 eV
**Strongest force on any atom**: 1.483 eV/Å

Geometry as XYZ:
```
18
Properties=species:S:1:pos:R:3:lowdin_charge:R:1
C 2.892 -0.090 -0.435 0.157
N 1.616 -0.196 -0.412 0.071
C 0.899 -0.113 0.695 -0.020
C -0.196 -1.057 0.843 -0.123
C -1.599 -0.441 0.545 -0.144
C -1.593 0.310 -0.774 -0.273
N -1.062 1.662 -0.585 0.027
H 3.467 0.035 0.486 0.117
H 3.393 -0.182 -1.390 0.112
H 1.316 0.438 1.549 0.169
H -0.200 -1.512 1.836 0.145
H -0.031 -1.827 0.090 0.137
H -2.295 -1.272 0.454 0.126
H -1.963 0.248 1.303 0.126
H -2.565 0.397 -1.254 0.129
H -0.915 -0.243 -1.446 0.111
H -0.217 1.719 -0.028 0.045
H -0.945 2.125 -1.476 0.088
```

Entry 4:
C5H11N2 | ωB97M-V/def2-TZVPD

**Expectation value of S²**: 0.76
**Multiplicity**: 2
**Energy relative to the best compared isomer or geometry (same formula, charge and spin)**: 35.89 kcal per mole
**Charge**: +2
**HOMO level (spin up / spin down)**: -19.75 / -19.75 eV
**LUMO (spin up / spin down)**: -10.70 / -13.37 eV
**E_tot**: -8321.790 eV
**Strongest force on any atom**: 3.370 eV/Å

Geometry as XYZ:
```
18
Properties=species:S:1:pos:R:3:lowdin_spin:R:1
C -1.627 0.325 -0.050 0.008
C -1.338 -1.137 0.390 0.057
C 0.024 -1.619 0.097 0.300
C 1.240 -0.968 -0.253 0.406
N 1.281 0.443 -0.088 0.050
C 1.795 1.155 -1.056 0.117
N -0.913 1.307 0.837 -0.002
H -2.683 0.547 0.047 0.000
H -1.372 0.523 -1.092 0.000
H -2.071 -1.727 -0.140 0.004
H -1.399 -1.227 1.490 0.032
H 0.123 -2.687 -0.135 0.009
H 2.012 -1.499 -0.809 0.012
H 2.423 0.727 -1.833 0.002
H 1.767 2.216 -0.826 0.005
H -1.455 1.290 1.697 0.000
H 0.544 0.938 0.556 0.000
H -1.103 2.259 0.534 0.000
```

Entry 5:
C5H11N2 | ωB97M-V/def2-TZVPD

**Expectation value of S²**: 0.76
**Multiplicity**: 2
**Energy relative to the best compared isomer or geometry (same formula, charge and spin)**: 35.69 kcal per mole
**Charge**: +2
**HOMO level (spin up / spin down)**: -18.74 / -18.74 eV
**LUMO (spin up / spin down)**: -9.73 / -12.65 eV
**E_tot**: -8321.798 eV
**Strongest force on any atom**: 2.800 eV/Å

Geometry as XYZ:
```
18
Properties=species:S:1:pos:R:3:lowdin_spin:R:1
C -0.769 1.792 -0.855 0.001
C -0.712 3.083 -0.625 0.002
N -1.396 0.877 0.136 0.004
H -0.232 1.289 -1.645 0.000
H -0.218 3.740 -1.330 0.000
H -1.070 3.573 0.274 0.000
H -0.644 0.313 0.597 0.003
H -1.966 1.391 0.811 0.000
H -1.961 0.179 -0.355 0.001
C 0.165 -2.043 0.268 0.220
C 0.495 -2.198 -1.079 0.466
C 1.877 -0.766 1.103 0.063
N 0.623 -1.083 1.109 0.188
H -0.539 -2.725 0.744 0.006
H 1.384 -1.798 -1.561 0.019
H -0.146 -2.800 -1.716 0.019
H 2.195 0.089 1.695 0.002
H 2.646 -1.427 0.708 0.006
```

Entry 6:
C5H11N2O | ωB97M-V/def2-TZVPD

**Energy relative to the best compared isomer or geometry (same formula, charge and spin)**: 46.56 kcal per mole
**Charge**: -1
**HOMO level**: -2.21 eV
**LUMO**: 3.68 eV
**E_tot**: -10388.519 eV
**Strongest force on any atom**: 5.505 eV/Å

Geometry as XYZ:
```
19
Properties=species:S:1:pos:R:3:lowdin_charge:R:1
N -1.913 -2.722 0.480 -0.029
C -1.790 -1.432 -0.327 -0.128
C -0.555 -0.846 -0.319 -0.375
N 0.580 -1.472 0.094 0.051
C -0.172 0.613 -0.690 -0.208
C 0.603 1.290 0.421 -0.197
C 1.684 2.503 -0.142 -0.570
O 1.640 3.427 0.730 -0.324
H -2.503 -2.632 1.259 0.014
H -1.035 -2.888 0.960 0.012
H -2.716 -1.188 -0.836 0.075
H 0.612 -2.535 0.328 0.127
H 1.465 -1.190 -0.195 0.065
H 0.375 0.639 -1.666 0.107
H -1.076 1.186 -0.885 0.096
H -0.083 1.910 1.042 0.085
H 1.008 0.561 1.167 0.082
H 2.622 1.879 -0.378 0.067
H 1.255 2.895 -1.042 0.048
```